1.
Entry from the Open Molecules 2025 dataset: a cluster of 2 separate species, C23H41B2F7IN3O6P2 in total at a distorted geometry (ωB97M-V/def2-TZVPD).

Geometry (Å):
C: -0.79404 -0.11864 2.71504
C: -0.40570 -0.64028 1.45584
N: 0.07297 -1.12011 0.05455
O: 1.03825 -1.95079 0.34076
C: 1.20415 -2.70025 1.50273
C: 2.15159 -2.17360 2.75708
C: 1.59216 -2.71261 4.23871
C: -1.20618 -1.65686 -0.54758
C: -1.90175 -2.91586 0.29768
C: -1.18136 -4.39673 0.09889
O: -2.06675 -5.41489 -0.52213
C: -1.41776 -6.74908 -0.48678
O: -2.22979 -7.83556 -0.60077
P: -1.16167 -2.55574 -2.22028
O: -1.37542 -1.75787 -3.53482
C: -2.40914 -0.49767 -0.68571
P: -3.78124 -0.61957 0.64701
O: -4.96825 -1.63892 0.24609
C: -1.89675 1.05918 -0.68288
C: -2.92988 2.12548 -1.43718
N: -4.03350 2.65538 -0.48917
C: -4.53923 3.97209 -1.10180
C: -0.30176 1.25962 -1.15185
I: -0.68068 1.43751 -3.37556
C: 0.21695 2.81271 -0.90438
C: -0.35418 3.50851 0.50554
C: 0.72609 0.05827 -0.72986
C: 1.64176 -0.49974 -2.01652
C: 2.58207 0.59049 -2.79737
C: 4.15417 0.05319 -3.02960
F: 4.54945 -1.36938 -3.10410
C: 5.26630 1.06354 -3.23405
F: 5.05680 2.35670 -3.98691
F: 6.60139 0.65732 -2.67810
B: 1.97735 0.54790 0.30206
O: 1.77231 1.41247 1.52151
N: 3.44028 0.35317 0.11009
C: 4.27584 1.58590 -0.02239
C: 4.11016 -0.88995 0.44898
H: -0.82984 0.49092 3.72320
H: 0.26325 -3.17456 2.06658
H: 1.78929 -3.69722 1.16976
H: 3.24192 -2.64955 2.66622
H: 2.20855 -1.01000 2.85780
H: 1.70307 -1.79786 4.99788
H: 2.27667 -3.56668 4.69119
H: 0.45244 -2.97790 4.22827
H: -2.91492 -3.11770 -0.31013
H: -2.05335 -2.76858 1.42462
H: -1.02701 -4.82398 1.20796
H: -0.09708 -4.36424 -0.33229
H: -0.24705 -6.87119 -0.32247
H: 0.14735 -3.21099 -2.31220
H: -2.15475 -3.63374 -2.37457
H: -2.95531 -0.66711 -1.73170
H: -3.29308 -1.09173 1.95234
H: -4.46252 0.59896 0.97469
H: -2.03684 1.36303 0.46768
H: -3.52519 1.65318 -2.32691
H: -2.40932 3.16534 -1.71062
H: -4.83990 1.98823 -0.66703
H: -3.98506 4.88831 -0.61150
H: -4.41306 3.91495 -2.27557
H: -5.70498 4.09892 -0.90301
H: 1.35592 2.99936 -1.08798
H: -0.27887 3.56363 -1.69987
H: -0.52205 2.69061 1.35782
H: 0.46476 4.25481 0.90389
H: -1.37453 4.06426 0.36067
H: 1.02346 -0.99897 -2.86651
H: 2.42340 -1.34157 -1.68912
H: 2.54159 1.68744 -2.38068
H: 2.20694 0.69385 -3.92937
H: 2.01502 2.36034 1.33228
H: 4.30159 2.17238 1.01712
H: 5.38360 1.33206 -0.32277
H: 3.89128 2.37978 -0.81375
H: 3.62193 -1.91414 0.09412
H: 4.34965 -0.90680 1.61914
H: 5.19280 -0.89921 -0.05830
B: -2.90501 5.56563 2.74211
F: -1.60928 6.14450 3.05782
F: -3.89603 6.05044 3.68885
F: -3.29253 5.95092 1.39482
F: -2.82204 4.11657 2.82680

**Charge**: 0
**2S+1**: 1
**Relative energy (zero: lowest compared OMol25 entry of this formula, charge and spin)**: 6.643 eV
**Kohn-Sham gap**: 7.379 eV

2.
Entry from the Open Molecules 2025 dataset: a cluster of 2 separate species, C23H41BF5N2O4P2 in total at a distorted geometry (ωB97M-V/def2-TZVPD).

Geometry (Å):
C: -1.29781 -1.56428 1.98483
C: -0.59100 -1.11745 0.64537
P: -0.84845 0.70472 0.21490
C: 0.45192 1.00608 -1.13500
C: 0.76283 2.53574 -1.37376
C: -2.48682 0.98320 -0.68299
C: -2.71663 2.58423 -0.84505
C: -3.65756 2.79821 0.43704
N: -4.47551 1.57366 0.80627
P: -6.15929 2.09485 0.43012
O: -6.32251 2.76567 -0.88809
B: -4.51116 1.44484 2.34244
C: -4.62387 0.05417 3.12994
O: -4.48993 2.62177 3.12126
C: -3.83293 0.47212 0.00644
C: -4.76600 -0.42498 -0.92433
F: -5.80456 -1.00600 -0.18131
F: -5.27680 0.27576 -2.00267
C: -3.84380 -1.54697 -1.53610
C: -3.42201 -2.69409 -0.73255
C: -2.53037 -3.69424 -1.34051
C: -2.07134 -3.54460 -2.72593
C: -2.51724 -2.41995 -3.56571
C: -2.08997 -2.20237 -5.03813
F: -2.59895 -1.03038 -5.55608
F: -2.42087 -3.22460 -5.87635
F: -0.70774 -2.03389 -5.04635
C: -3.40357 -1.44057 -2.93993
H: -0.75772 -2.48410 2.34753
H: -1.13913 -0.77126 2.75921
H: -2.37163 -1.86886 1.85674
H: 0.52244 -1.21110 0.83029
H: -0.79771 -1.79795 -0.22955
H: 0.21157 0.43720 -2.08052
H: 1.39183 0.52182 -0.72604
H: 0.87072 3.05288 -0.38629
H: -0.09864 2.97022 -1.94785
H: 1.71260 2.64714 -1.96913
H: -2.31030 0.68170 -1.74805
H: -1.77543 3.10917 -0.53653
H: -3.13465 2.84858 -1.84375
H: -4.20804 3.74859 0.21465
H: -2.90659 3.14422 1.19927
H: -7.06702 1.00410 0.63744
H: -6.47592 3.05850 1.44850
H: -5.52761 -0.48799 2.73690
H: -3.67449 -0.54066 3.04197
H: -4.78032 0.27597 4.22070
H: -3.68801 2.60342 3.67891
H: -3.41619 -0.33222 0.68604
H: -3.73490 -2.82585 0.32832
H: -2.17918 -4.57490 -0.75485
H: -1.37444 -4.28175 -3.18322
H: -3.73613 -0.56700 -3.55523
C: 7.98906 -1.78198 -0.40450
O: 7.73021 -1.54118 0.96938
C: 8.24164 -0.28905 1.42507
C: 7.09789 0.64492 1.79691
N: 6.37047 1.08357 0.60706
C: 5.12254 1.78195 0.90699
C: 4.00780 0.97188 1.57864
O: 3.46373 -0.05342 0.75416
C: 4.16027 -1.29110 0.81154
H: 7.66622 -2.79788 -0.63449
H: 7.42301 -1.09024 -1.03663
H: 9.05665 -1.69750 -0.62330
H: 8.91345 0.17166 0.69520
H: 8.82576 -0.49766 2.32650
H: 7.50105 1.51963 2.31579
H: 6.43902 0.10608 2.48832
H: 6.15399 0.27433 0.03742
H: 4.73529 2.15483 -0.04635
H: 5.34397 2.66214 1.51940
H: 3.18082 1.66304 1.77311
H: 4.30285 0.57448 2.55533
H: 4.61743 -1.46839 1.78760
H: 4.91448 -1.34163 0.02483
H: 3.43920 -2.08904 0.61880

**Charge**: +1
**2S+1**: 1
**Kohn-Sham gap**: 6.731 eV

3.
Entry from the Open Molecules 2025 dataset: a structure of composition C23H41BeBrCl2F8MgNaO14S at a distorted geometry (ωB97M-V/def2-TZVPD).

Geometry (Å):
C: -4.04717 4.33230 0.37733
O: -2.89287 5.05264 0.85562
C: -1.78617 4.13984 1.08621
C: -1.19367 3.66768 -0.24635
C: -0.97712 2.15097 -0.31468
C: -2.28911 1.37687 -0.29604
C: -2.24067 -0.09139 -0.75308
C: -0.97572 -0.89773 -0.52264
C: -0.75552 -1.48986 0.85567
C: -1.85279 -2.21095 1.58407
O: -1.32350 -2.45597 2.91255
C: -0.13582 -1.77373 3.17890
C: -0.15882 -0.60947 2.04840
O: -1.17463 0.24900 2.48338
H: -4.93203 4.91533 0.60884
H: -4.15616 3.37530 0.87323
H: -3.98527 4.23876 -0.70234
H: -1.00339 4.69431 1.63231
H: -2.07656 3.28978 1.71019
H: -1.89232 3.93941 -1.03205
H: -0.25506 4.18765 -0.41678
H: -0.36610 1.83267 0.53919
H: -0.41295 1.94418 -1.21819
H: -2.79161 1.48475 0.66659
H: -2.94857 1.87007 -1.01469
H: -3.03150 -0.60357 -0.23341
H: -2.45876 -0.20828 -1.82752
H: -0.06293 -0.37783 -0.83083
H: -1.07124 -1.76576 -1.18271
H: -0.02723 -2.35051 0.65966
H: -2.67458 -1.51734 1.74550
H: -2.24991 -3.09579 1.10254
H: -0.19017 -1.41972 4.19946
H: 0.74021 -2.47131 3.01484
H: 0.79143 -0.06172 1.90685
H: -0.75223 1.02258 2.87526
C: 1.76038 -6.69885 -0.72077
C: 3.25095 -7.00556 -0.48954
C: 4.06346 -6.00659 0.35024
F: 4.09722 -4.78221 -0.24041
F: 5.33542 -6.45206 0.43686
F: 3.85323 -7.22256 -1.67898
F: 3.28847 -8.17693 0.20035
O: 1.34613 -6.10253 -1.95107
C: 1.39145 -4.76408 -2.18118
C: 2.33893 -4.38481 -3.32516
F: 3.58320 -4.82030 -3.07252
F: 2.37195 -3.03190 -3.42366
F: 1.71681 -4.08479 -1.04557
F: 0.15244 -4.36982 -2.53547
H: 1.27413 -7.67153 -0.74547
H: 1.34009 -6.17575 0.13868
H: 3.65099 -5.90916 1.36293
H: 1.98592 -4.81479 -4.26362
Mg: 1.33675 -2.12435 1.47222
Br: -3.86126 -1.66916 -2.32747
C: -6.23059 5.09362 4.29134
C: -7.61176 4.50351 4.42442
O: -7.52728 3.19787 3.76334
S: -6.03702 2.61745 3.98809
O: -6.03332 1.72775 5.07604
O: -5.56879 2.26048 2.66840
O: -5.32232 3.97148 4.45829
H: -6.07753 5.53000 3.30412
H: -6.03586 5.84088 5.05818
H: -8.39152 5.10106 3.96088
H: -7.85795 4.31998 5.46869
O: 1.38798 1.61242 -5.12486
Cl: 1.28214 1.97067 -3.77242
O: 0.91192 0.88755 -2.94357
O: 0.47873 3.10646 -3.55922
O: 2.80341 2.45125 -3.22636
Na: -2.80753 5.84900 2.62032
C: 3.92571 -4.23203 5.40441
C: 4.26324 -4.46831 3.92902
O: 3.18348 -4.85837 3.18901
H: 3.53860 -5.14033 5.86512
H: 4.81649 -3.92882 5.96231
H: 3.17987 -3.43937 5.51340
H: 5.09766 -5.19691 3.90052
H: 4.75437 -3.54012 3.57507
C: 4.35751 3.24912 -7.19277
C: 4.81904 4.43834 -6.38142
O: 4.06770 5.01744 -5.63097
C: 6.25624 4.86666 -6.55142
H: 3.31050 3.05199 -6.97582
H: 4.46665 3.45567 -8.25816
H: 4.94671 2.36669 -6.93703
H: 6.44671 5.14013 -7.58998
H: 6.92751 4.05462 -6.26664
H: 6.45317 5.72733 -5.91723
Cl: 4.05483 1.89029 -4.19056
Be: -6.89486 3.40912 1.81174

**Charge**: +1
**2S+1**: 1
**Kohn-Sham gap**: 2.433 eV

For each record above, in turn, the calculated LUMO energy values are -2.04 -3.68 -5.53 eV.
For each record above, in turn, the calculated DFT total energy values are -88304.34359 -68519.40436 -191076.47302 eV.